Formula: C18H22N4OS
Source: the OMol25 dataset
Level of theory: ωB97M-V with the def2-TZVPD basis set

```
46
Properties=species:S:1:pos:R:3:forces:R:3:lowdin_charge:R:1
H -1.066260 -0.079822 0.588499 0.125 -0.129 -0.025 0.0525
H 4.643691 2.284074 -2.164943 0.108 -0.023 -0.007 0.1071
N 2.929475 -2.507492 0.274853 0.789 0.116 -0.084 0.1210
H 3.580117 3.556291 -0.531124 0.039 0.066 -0.017 0.1053
C -5.226128 0.923459 1.278154 -0.136 -0.011 0.078 -0.0916
C -2.394062 -0.867566 -2.470611 -0.049 -0.328 -0.198 -0.0889
C 4.620409 1.778104 -1.198820 -0.128 0.030 -0.102 -0.1924
C 3.669183 0.588874 -1.258609 0.288 -0.017 -0.139 -0.1640
C -0.705336 1.993762 0.100855 -0.325 0.842 -0.082 -0.0555
H -2.207986 3.452057 0.075772 0.091 0.097 -0.046 0.1173
H 2.349617 1.976695 0.711625 0.082 0.079 0.072 0.0720
S -0.890968 -2.540070 0.457925 -0.702 -0.076 0.091 0.6474
H -4.497803 -1.309297 -1.141608 0.020 -0.066 -0.087 0.1061
C 3.821049 -0.244128 0.023302 -0.103 0.137 -0.042 -0.2386
C 2.722416 -1.235904 0.164964 0.391 -0.322 -0.033 -0.2551
H 2.643662 0.943081 -1.355511 0.032 -0.031 -0.066 0.1009
H -2.318209 -1.794810 -1.895149 0.014 0.074 -0.044 0.0494
N 1.368541 -0.951045 0.221309 0.028 -1.549 0.279 -0.0072
C -5.335652 -0.187206 0.461605 0.010 0.084 0.040 -0.0775
C -1.986441 2.392540 0.111907 0.638 0.040 0.017 -0.0223
H -3.306805 -0.881265 -3.074910 0.017 0.050 0.018 0.0951
H 5.082028 3.233408 0.324330 -0.009 0.082 0.004 0.1052
H -5.978440 1.130248 2.023732 -0.060 0.012 0.064 0.0999
C -0.307419 0.627034 0.272509 -0.002 -0.957 0.150 -0.1242
H 0.090468 2.715670 -0.018959 0.047 0.138 0.019 0.1060
C -4.139358 1.765968 1.134777 0.098 -0.133 -0.108 -0.0329
C -3.145388 1.506017 0.198177 -0.182 -0.355 -0.100 -0.1632
H 3.440473 2.652966 1.919651 -0.069 0.015 0.011 0.1106
O -2.343134 0.260978 -1.630753 -0.118 0.212 0.365 -0.1014
H 1.598037 -4.070394 0.491886 -0.084 0.154 -0.007 0.1460
H 4.730528 -0.848188 -0.055057 -0.138 0.018 -0.019 0.1434
H 3.898191 -0.038148 -2.122323 -0.070 -0.023 -0.021 0.1185
C -4.382631 -0.443673 -0.509520 0.134 -0.159 -0.177 -0.0132
C 3.942529 0.665949 1.268008 -0.150 0.111 0.053 -0.1396
C -3.287222 0.397504 -0.661239 -0.067 0.249 0.057 -0.2397
N 0.917319 0.308796 0.078656 -0.347 1.099 -0.177 0.1130
H -6.173379 -0.859880 0.568965 -0.067 -0.055 0.002 0.1047
N 1.710673 -3.074612 0.394625 -0.431 0.934 -0.013 0.0062
H 4.994383 0.742294 1.547675 0.039 -0.036 0.063 0.1163
C 3.395700 2.063097 1.002268 0.143 0.126 0.119 -0.2057
H -1.529699 -0.779792 -3.127463 -0.070 -0.055 0.023 0.0975
C 4.193849 2.762727 -0.101546 -0.010 -0.019 0.050 -0.1927
H 3.414190 0.213722 2.109452 0.095 -0.030 0.058 0.1156
C 0.709833 -2.161370 0.368071 -0.001 -0.489 -0.034 -0.7774
H -4.032743 2.628108 1.777420 0.007 0.096 0.047 0.1152
H 5.628440 1.408393 -0.999415 0.085 0.002 -0.049 0.1111
```
Forces are in eV/Å.

Computed properties:
Orbital gap = 8.00 eV
SMILES = COc1ccccc1/C=C\C=N\n1c(C2CCCCC2)n[nH]c1=S
Total charge = 0
Energy relative to the best compared isomer or geometry (same formula, charge and spin) = 2.472 eV
DFT total energy = -1391.5025 hartree



Formula: C3H11N3
Source: the OMol25 dataset
Level of theory: ωB97M-V with the def2-TZVPD basis set

```
17
Properties=species:S:1:pos:R:3:forces:R:3:lowdin_charge:R:1
C 0.251011 -0.371584 2.533642 1.483 0.098 0.043 -0.3942
H -0.675248 -1.104713 -2.272562 -0.328 -0.059 0.265 0.0995
C -0.373560 -0.234758 -1.681987 0.422 -0.776 0.283 -0.3410
H -1.286092 0.940117 -3.224601 0.061 0.027 0.079 0.0658
H 0.991121 -0.446762 1.721595 0.690 0.354 0.526 0.0815
H 1.112882 -0.284360 -0.162446 0.037 -0.334 0.151 0.0110
N -0.402703 0.840240 2.497572 -1.840 -0.870 -0.248 0.0740
N 0.042177 -1.307047 3.351546 -1.361 1.541 0.926 0.0458
H 0.779560 -1.668096 3.926655 0.388 -1.198 -1.003 0.0378
H 1.147115 -1.563676 -1.331737 0.403 -0.241 0.652 0.0543
H 0.418560 0.607055 -3.453184 0.245 0.244 -0.078 0.0640
N 0.905366 -0.630605 -1.074825 -0.375 0.884 -1.409 -0.0085
H -1.098174 -0.110402 -0.871838 -0.270 0.334 -0.345 0.0958
H -0.121953 1.884534 -2.306396 0.222 -0.166 0.038 0.0633
C -0.319777 0.888102 -2.709325 -0.414 0.105 0.227 -0.1191
H -1.383363 0.832305 2.743393 0.300 0.228 0.567 0.0889
H 0.013080 1.729650 2.314499 0.339 -0.170 -0.672 0.0812
```
Forces are in eV/Å.

Computed properties:
Orbital gap = 9.56 eV
SMILES = [H]/N=C/N.CCN
Total charge = 0
Energy relative to the best compared isomer or geometry (same formula, charge and spin) = 2.331 eV
DFT total energy = -285.0922 hartree